No. 1
The following is a quantum chemistry calculation of C40H45NO3PbTe as an isolated structure, from the Open Molecules 2025 dataset.

Results
- Charge: +2
- Orbital gap: 6.5 eV
- Largest force on an atom: 1.139 eV/A
- E_tot: -62368.906 eV
- HOMO: -13.17 eV

```
91
Properties=species:S:1:pos:R:3:mulliken_charge:R:1
Pb -0.88782 0.52114 0.79923 1.5518
C -3.47793 2.93800 2.65889 -2.6175
C -2.80849 1.60478 2.89342 1.1885
C -1.60469 1.57563 3.61818 1.0604
C -1.09539 2.84942 4.24498 -2.0813
C -0.90951 0.36233 3.79055 0.8620
C 0.43464 0.35869 4.48222 -2.1165
C -1.51641 -0.84840 3.39268 1.0204
C -0.91686 -2.18773 3.75576 -1.8755
C -2.74755 -0.82499 2.72005 1.4690
C -3.40871 -2.13553 2.36365 -2.0323
C -3.39455 0.40049 2.45140 0.8261
C -4.79232 0.37779 1.87490 -2.0831
H -2.73762 3.72641 2.53577 0.4351
H -4.10941 3.20564 3.51076 0.4085
H -4.10554 2.93607 1.77155 0.5334
H -0.38528 2.65060 5.04218 0.4796
H -1.92164 3.41049 4.68024 0.4737
H -0.60978 3.49282 3.50952 0.1197
H 0.99811 1.26016 4.24377 0.4339
H 1.03975 -0.49346 4.18005 0.1829
H 0.31620 0.31451 5.56801 0.4012
H -0.54213 -2.72005 2.87570 0.2183
H -1.67678 -2.82082 4.21324 0.4129
H -0.10380 -2.09730 4.46673 0.5286
H -3.83666 -2.59498 3.25871 0.3748
H -2.69411 -2.85091 1.95131 0.3135
H -4.21563 -2.01107 1.64730 0.4358
H -4.83101 -0.09458 0.89148 0.3398
H -5.22186 1.36909 1.78302 0.4415
H -5.44650 -0.19354 2.53577 0.4249
N 1.77693 -0.90387 0.68348 0.4801
C 2.37137 -2.20959 0.68057 0.3768
C 2.77123 -2.79452 1.87493 -0.8236
C 3.39538 -4.03156 1.87407 -0.7731
C 3.64849 -4.68688 0.67628 -0.9014
C 3.23864 -4.11394 -0.51418 -0.9005
C 2.56598 -2.89113 -0.52541 0.3258
C 2.09089 -2.33831 -1.82189 0.1309
C 3.00748 -2.09977 -2.85292 -0.6382
C 2.62010 -1.63120 -4.09689 -1.0866
C 1.27896 -1.37129 -4.34808 -0.4597
C 0.44401 -1.64432 -3.30506 0.4632
C 0.72324 -2.08989 -2.04254 0.5955
H 2.07132 -0.37058 -0.12745 -0.2750
H 2.06592 -0.39062 1.50857 0.2014
H 2.61644 -2.26334 2.80808 0.4453
H 3.70204 -4.47388 2.81331 0.4582
H 4.16826 -5.63587 0.67344 0.4354
H 3.42240 -4.61971 -1.45504 0.5322
H 4.05950 -2.25745 -2.64794 0.6065
H 3.34759 -1.41888 -4.86816 0.4462
H 0.95197 -0.96006 -5.29327 0.4588
H -0.76602 -1.53812 -3.56093 0.0615
O -0.82005 3.08946 0.12268 0.0830
C 0.41571 3.22810 -0.61789 0.8347
C 0.46699 2.08429 -1.67864 -0.3624
O 0.94350 2.25235 -2.77837 -0.6747
O -0.02703 0.94391 -1.26467 -0.4301
C 1.52532 3.00206 0.40316 0.0662
C 2.61192 2.17135 0.14430 -0.2493
C 3.61307 2.00569 1.09574 -0.8322
C 3.54417 2.68265 2.30458 -0.6091
C 2.47831 3.54096 2.55329 -0.7840
C 1.47553 3.69813 1.60945 -0.6451
C 0.53571 4.60468 -1.25710 0.1351
C -0.55048 5.46319 -1.37402 -0.0924
C -0.39920 6.72051 -1.94630 -1.0018
C 0.83973 7.12848 -2.40958 -0.5300
C 1.92484 6.26632 -2.31581 -0.8643
C 1.77409 5.01460 -1.74558 -0.2838
H -1.52727 3.48705 -0.40079 0.1240
H 2.70687 1.70339 -0.83182 0.8244
H 4.46194 1.36536 0.88280 0.5262
H 4.33332 2.56753 3.03682 0.4691
H 2.44869 4.11661 3.47116 0.5010
H 0.65823 4.38770 1.78432 0.7001
H -1.53847 5.19003 -1.01673 0.3550
H -1.25432 7.37928 -2.02646 0.4394
H 0.96017 8.11400 -2.83972 0.4289
H 2.89434 6.57430 -2.68653 0.4171
H 2.62398 4.34722 -1.68021 0.3439
C -2.28167 -3.22312 -1.51317 -1.2374
Te -0.61422 -2.40147 -0.43092 0.6120
C -1.33131 -0.49676 -3.71599 -0.6842
H -2.78030 -3.87464 -0.79781 0.4308
H -1.92198 -3.83246 -2.33921 0.4395
H -2.98659 -2.47262 -1.85787 0.3536
H -1.76712 -0.68805 -4.69404 0.4283
H -0.65998 0.35461 -3.68943 0.2255
H -2.03281 -0.49777 -2.89024 0.2531
```

---

No. 2
The following is a quantum chemistry calculation of a 4-piece molecular cluster, C26H72BBrN9O4P3S overall, from the Open Molecules 2025 dataset.

Results
- Structure (SMILES): CN(C)P(=O)(N(C)C)N(C)C.CN(C)P(=O)(N(C)C)N(C)C.CN(C)P(=O)(N(C)C)N(C)C.COCCCCCCCB(S)Br
- Charge: 0
- Orbital gap: 6.4 eV
- Largest force on an atom: 8.353 eV/A
- E_tot: -159138.407 eV
- HOMO: -7.69 eV

```
117
Properties=species:S:1:pos:R:3:mulliken_charge:R:1
C 1.19185 -3.84008 3.63348 -0.7723
N 0.49291 -3.86802 2.35484 0.2774
C -0.37372 -2.69036 2.29049 -1.3527
P -0.17896 -5.23720 1.56955 1.0507
O 0.12555 -4.67172 0.16063 -0.8391
N 1.03447 -6.44665 1.37244 0.1728
C 2.44921 -6.12580 1.52861 -1.0836
C 0.88367 -7.23562 0.14113 -1.0779
N -0.52902 -5.88725 3.18920 0.0160
C 0.04202 -7.12119 3.72955 -0.9474
C -1.98928 -5.95269 3.36254 -0.9966
H 0.50657 -3.89638 4.48627 0.3207
H 1.76523 -2.91021 3.73333 0.2552
H 1.92164 -4.63884 3.74318 0.1801
H -1.20460 -2.77145 2.99745 0.3046
H -0.79983 -2.56290 1.28759 0.2988
H 0.18145 -1.76834 2.50425 0.4039
H 2.72905 -5.21855 0.98160 0.1804
H 3.09080 -6.94474 1.17858 0.4327
H 2.71450 -6.01666 2.57973 0.2999
H 1.29141 -6.71422 -0.73685 0.2198
H -0.17023 -7.45086 -0.05852 0.3638
H 1.39593 -8.19993 0.22980 0.3873
H -0.17923 -7.99142 3.10277 0.3153
H -0.35465 -7.32647 4.73174 0.3762
H 1.12278 -7.03627 3.87072 0.2607
H -2.41922 -6.74797 2.74436 0.3380
H -2.45070 -5.00545 3.06634 0.2354
H -2.26057 -6.12304 4.40904 0.3583
C 1.85753 -2.47844 -4.83979 -0.8521
N 1.86143 -3.67994 -4.01480 0.0182
C 0.51384 -3.85674 -3.47185 -1.1111
P 3.09107 -4.19216 -2.93389 1.1203
O 2.81162 -5.69028 -3.20788 -0.8497
N 4.59470 -4.29484 -3.77211 0.0996
C 4.64465 -4.29927 -5.23029 -1.1162
C 5.46555 -5.37549 -3.28721 -1.1465
N 3.41232 -2.46995 -2.61892 0.0615
C 4.67429 -1.79277 -2.91814 -0.9807
C 3.06417 -2.17648 -1.21916 -1.1364
H 1.62014 -1.57677 -4.26474 0.2950
H 1.10891 -2.56667 -5.63676 0.3514
H 2.80091 -2.30440 -5.35204 0.2148
H 0.28000 -3.08371 -2.73396 0.3926
H 0.40666 -4.83142 -2.97979 0.2739
H -0.24668 -3.83014 -4.26239 0.3378
H 3.92209 -4.99867 -5.66547 0.2819
H 5.64252 -4.56826 -5.60008 0.3884
H 4.47682 -3.30089 -5.63306 0.2592
H 5.18791 -6.35177 -3.71003 0.3333
H 5.41625 -5.45792 -2.19740 0.3520
H 6.51190 -5.18005 -3.54627 0.3648
H 5.52689 -2.25998 -2.41423 0.3090
H 4.63698 -0.74338 -2.59991 0.3688
H 4.86272 -1.75009 -3.99417 0.2827
H 3.78852 -2.63058 -0.53463 0.3187
H 2.07413 -2.57769 -0.98088 0.3278
H 3.02118 -1.09845 -1.03530 0.4073
C -1.30770 8.98792 -2.89747 -0.8647
N -1.90363 8.37426 -1.71742 0.0376
C -1.72792 9.29598 -0.59420 -1.0998
P -1.81824 6.72586 -1.25024 1.0827
O -3.23001 6.75538 -0.61496 -0.8421
N -2.39120 5.72818 -2.53492 0.1576
C -3.15556 6.29226 -3.64234 -1.1418
C -3.08933 4.51927 -2.07397 -1.0841
N -0.19531 6.69193 -1.98055 0.0195
C 0.18557 5.85448 -3.11821 -0.8999
C 0.79499 6.47895 -0.91256 -1.1364
H -0.23131 9.15627 -2.78315 0.3014
H -1.77335 9.96106 -3.09637 0.3560
H -1.45661 8.40899 -3.80593 0.1897
H -0.67664 9.36473 -0.29953 0.3460
H -2.29997 8.96941 0.28314 0.2944
H -2.09185 10.30229 -0.83695 0.3377
H -3.95523 6.95619 -3.29543 0.3057
H -3.61011 5.50786 -4.26116 0.3854
H -2.50783 6.82913 -4.33471 0.2768
H -4.13335 4.72472 -1.79686 0.3339
H -2.59084 4.08927 -1.20018 0.2662
H -3.09155 3.74856 -2.85254 0.3886
H 0.02136 4.78934 -2.92424 0.2924
H 1.24782 5.98644 -3.35927 0.3735
H -0.34421 6.14732 -4.02857 0.2702
H 0.74016 5.45427 -0.52980 0.3722
H 0.60898 7.16321 -0.07883 0.3503
H 1.81192 6.67836 -1.26452 0.3772
C 1.36477 1.47528 3.65593 -0.5981
O 0.93649 1.80172 2.27988 -0.2963
C 0.30842 3.16427 2.23840 -0.2250
C -1.27982 2.93517 2.57406 0.6985
C -2.04073 4.28318 3.18225 -0.4375
C -3.48982 3.90189 3.92499 -0.6882
C -4.31750 2.71029 3.15405 -0.4685
C -4.31777 1.26098 3.92323 -0.4596
C -3.30396 0.14870 3.27315 -0.1350
B -3.94881 -1.34949 3.06627 0.7992
S -4.43851 -1.83072 1.30040 -0.3768
Br -4.22288 -2.71607 4.52888 -0.2828
H 1.95360 2.37588 4.12123 0.3114
H 0.43424 1.28679 4.37541 0.1862
H 2.02796 0.50844 3.73596 0.2185
H 0.47219 3.54874 1.13112 -0.2124
H 0.82598 3.90993 2.98013 0.3156
H -1.83724 2.63759 1.58145 -0.0457
H -1.34195 2.12653 3.42019 -0.3316
H -2.23391 4.97960 2.23962 0.0251
H -1.35258 4.81528 3.99547 0.3122
H -4.13621 4.90191 3.83924 0.3072
H -3.34330 3.72134 5.07951 0.3248
H -3.99011 2.58440 2.01514 0.1779
H -5.45417 3.06515 3.10018 0.3628
H -5.41675 0.81062 3.85873 0.2783
H -3.98207 1.41176 5.05327 0.2508
H -2.37764 0.05461 4.01633 -0.0607
H -2.84050 0.55735 2.25322 -0.0863
H -3.54459 -1.20546 0.37528 0.1450
```

---

No. 3
The following is a quantum chemistry calculation of C24H32ClEuO3P2 as an isolated structure, from the Open Molecules 2025 dataset.

Results
- Charge: +2
- Orbital gap (spin up / spin down): 4.6 / 6.0 eV
- Largest force on an atom: 2.200 eV/A
- Expectation value of S²: 12.042
- 2S+1: 7
- E_tot: -81961.571 eV
- HOMO (spin up / spin down): -10.01 / -11.74 eV

```
63
Properties=species:S:1:pos:R:3:mulliken_spin:R:1
Eu -0.38950 0.23065 0.77674 5.3989
Cl -1.94620 2.03930 1.68586 -0.0047
P 0.25909 1.09760 -2.17959 -0.1380
C -1.24021 0.16489 -2.50786 -0.0249
C -1.24015 -0.82691 -3.51515 0.0251
C -2.36811 -1.62045 -3.69839 -0.0221
C -3.49456 -1.45298 -2.88236 0.0471
C -3.49195 -0.48822 -1.87298 0.0052
C -2.37666 0.33406 -1.68693 0.0846
C -0.16473 2.78443 -1.73427 -0.0455
C 0.60273 3.43760 -0.75042 -0.0126
C 0.25658 4.72949 -0.35818 -0.0035
C -0.80764 5.39360 -0.97865 0.0250
C -1.54666 4.75516 -1.98257 -0.0095
C -1.24149 3.44745 -2.35630 0.0341
C 1.44394 1.02708 -3.51491 0.0045
C 2.44142 0.03066 -3.49404 0.0023
C 3.38813 -0.01828 -4.51629 0.0275
C 3.33549 0.90017 -5.57136 0.0016
C 2.33866 1.88371 -5.59650 0.0027
C 1.40440 1.96498 -4.56351 -0.0213
H 1.45151 2.91672 -0.28970 0.0399
H 0.81595 5.21596 0.44199 0.0008
H -1.06668 6.40953 -0.67768 0.0017
H -2.36986 5.27629 -2.47308 -0.0002
H -1.83264 2.93434 -3.12022 -0.0031
H -0.35566 -0.95596 -4.14295 0.0039
H -2.37441 -2.37716 -4.48436 -0.0006
H -4.37564 -2.07819 -3.03627 0.0039
H -4.35895 -0.36314 -1.22260 0.0002
H -2.40097 1.12026 -0.91143 0.0015
H 2.46865 -0.68949 -2.67356 0.0219
H 4.16967 -0.77796 -4.49044 0.0014
H 4.07515 0.85487 -6.37250 -0.0002
H 2.29446 2.59834 -6.41985 0.0004
H 0.64041 2.74506 -4.56684 -0.0069
H 0.90852 0.48993 -1.04785 0.4128
H -1.64601 -0.00376 3.22695 0.0018
C -1.38224 -4.34880 2.66573 0.0044
C -0.62106 -3.43501 1.74947 -0.0044
O -1.03858 -1.96558 2.00161 0.0414
P -0.75258 -1.10988 3.34319 0.0480
O -0.73940 -1.95111 4.64333 -0.0061
C 0.15427 -1.74595 5.84332 0.0009
C -0.58329 -2.30479 7.02691 0.0012
O 0.67927 -0.45125 2.99012 0.0093
C 2.06202 -1.15162 3.02854 0.0211
C 2.99559 -0.20169 2.33423 -0.0071
H -0.97245 -4.31285 3.67822 0.0007
H -1.27156 -5.37569 2.30486 -0.0007
H -2.45018 -4.11482 2.69553 0.0014
H 0.46495 -3.47819 1.89256 -0.0132
H -0.86701 -3.56822 0.69455 0.0161
H 1.07532 -2.30302 5.63753 -0.0006
H 0.35377 -0.66975 5.93451 0.0002
H -1.53055 -1.78285 7.19909 0.0000
H -0.78669 -3.37199 6.89395 0.0000
H 0.03483 -2.18532 7.91888 0.0000
H 2.27960 -1.29820 4.09143 -0.0052
H 1.93941 -2.11480 2.51601 -0.0011
H 2.91831 0.80749 2.75607 -0.0018
H 4.02591 -0.54530 2.46706 0.0042
H 2.80626 -0.15041 1.25138 0.0358
```